Formula: C21H36AlBBr4CaF10KN4O12S2V
Source: OMol25
Level of theory: ωB97M-V/def2-TZVPD

Structure (ORCA input):
```
! RIJCOSX wB97M-V def2-TZVPD def2/J DEFGRID3
* xyz 0 1
C 3.87 4.88 -1.35
C 3.66 3.36 -1.73
O 3.95 3.27 -3.14
C 4.12 1.99 -3.63
O 4.96 1.33 -3.15
C 3.30 1.34 -4.75
C 1.77 1.56 -4.60
C 1.41 1.50 -3.09
N 0.41 0.45 -2.85
C 0.96 -0.29 -1.69
C 0.15 -1.52 -1.21
C 1.26 -2.45 -0.62
F 0.76 -3.24 0.36
F 2.25 -1.75 -0.04
F 1.78 -3.24 -1.58
C -0.91 0.92 -2.61
O -1.63 1.04 -3.52
O -1.41 1.20 -1.34
B -1.06 2.50 -0.81
O 0.00 2.52 0.12
N -1.70 3.77 -1.19
C -1.21 4.26 -2.49
C -1.26 4.82 -0.22
H 3.09 5.16 -0.60
H 3.70 5.45 -2.28
H 4.90 5.02 -0.95
H 2.61 3.06 -1.48
H 4.30 2.77 -1.06
H 3.55 0.27 -4.86
H 3.63 1.81 -5.71
H 1.26 0.72 -5.12
H 1.42 2.50 -5.08
H 1.08 2.53 -2.79
H 2.27 1.25 -2.44
H 1.03 0.43 -0.85
H 1.94 -0.68 -2.03
H -0.35 -2.03 -2.06
H -0.57 -1.29 -0.40
H 0.80 2.85 -0.32
H -1.48 3.60 -3.34
H -1.71 5.30 -2.68
H -0.10 4.43 -2.47
H -0.17 5.04 -0.37
H -1.78 5.78 -0.47
H -1.50 4.54 0.82
K -2.06 3.71 -4.97
F -3.42 -1.38 -6.27
Al -3.09 -0.35 -7.63
F -4.34 -0.52 -8.81
F -1.56 -0.78 -8.32
F -3.02 1.31 -7.08
O -6.41 0.87 -1.09
V -5.87 2.12 -2.13
O -5.31 3.37 -3.18
C 6.52 3.02 1.96
Br 4.87 3.36 3.00
Br 6.35 1.89 0.40
Br 7.30 4.71 1.48
H 7.22 2.52 2.62
Br 4.14 0.93 3.17
N 0.71 -1.17 6.64
S 1.31 -2.17 7.71
O 2.36 -1.66 8.54
O 1.40 -3.54 7.35
F 0.09 -2.19 8.74
S 1.73 -0.86 5.48
O 1.35 0.27 4.67
O 2.27 -1.96 4.75
F 3.01 -0.28 6.25
C -1.90 -6.70 0.16
C -2.23 -6.53 1.64
C -3.19 -5.39 1.87
O -0.98 -6.29 2.38
H -1.42 -5.80 -0.23
H -1.20 -7.52 0.01
H -2.80 -6.90 -0.41
H -2.66 -7.46 2.03
H -2.76 -4.44 1.53
H -3.40 -5.27 2.94
H -4.13 -5.55 1.35
H -0.59 -5.45 2.04
Ca 0.87 -6.01 2.67
N -2.54 -1.86 5.09
C -2.44 -1.82 3.76
C -3.51 -1.57 2.91
C -4.75 -1.35 3.47
C -4.88 -1.39 4.85
C -3.75 -1.65 5.61
H -1.44 -2.00 3.37
H -3.36 -1.55 1.84
H -5.61 -1.16 2.85
H -5.84 -1.23 5.33
H -3.80 -1.69 6.69
F -0.60 -1.33 4.64
*
```

Values from the calculation:
frontier orbital gap = 0.0459 hartree
HOMO = -6.15 eV
lowest unoccupied orbital energy = -4.9 eV